# 1
{"formula": "C4H7FO", "method": "ωB97M-V with the def2-TZVPD basis set", "symbols": ["C", "C", "C", "C", "H", "H", "H", "H", "H", "H", "H", "O", "F"], "coordinates": [[1.41052, 1.25995, 0.13343], [-0.33322, -0.34833, -0.28462], [-1.76036, -0.14459, -0.02526], [0.30297, -1.51002, -0.10808], [2.22778, 0.57264, 0.08854], [1.67618, 2.23992, -0.29681], [1.06080, 1.39661, 1.21814], [-1.88352, 0.42455, 0.91028], [-2.17391, 0.43907, -0.83117], [-2.25186, -1.11692, 0.08825], [-0.31436, -2.45723, 0.01412], [0.35645, 0.80029, -0.71187], [1.68253, -1.55594, -0.19495]], "forces_ev_per_angstrom": [[-0.95, 0.94, 0.77], [2.15, 0.36, -0.24], [-0.32, -0.20, 0.44], [-0.67, -0.22, -0.15], [0.64, -0.20, 0.16], [0.09, -0.42, 0.40], [0.43, -0.20, -1.46], [-0.02, -0.14, -0.29], [-0.44, 0.08, -0.28], [-0.15, 0.31, -0.09], [1.61, 1.10, 0.14], [-0.91, -0.77, 0.72], [-1.46, -0.63, -0.12]], "homo_lumo_gap_ev": 10.10, "energy_ha": -331.6559, "charge": 0, "e_lumo_ev": 1.01}

***

# 2
{"formula": "CH5O2P", "method": "ωB97M-V with the def2-TZVPD basis set", "symbols": ["C", "O", "O", "P", "H", "H", "H", "H", "H"], "coordinates": [[-0.42166, 0.31838, -0.02714], [-1.07882, 0.97152, -1.08342], [-1.05168, -1.01072, 0.17703], [1.49517, 0.06874, -0.32900], [-0.56889, 1.02369, 0.85753], [-1.17450, 0.41836, -1.83879], [-1.82078, -1.00963, -0.31565], [1.99253, 1.05322, 0.50675], [1.30242, 0.91406, -1.35838]], "forces_ev_per_angstrom": [[-0.47, -0.58, 0.92], [0.10, 0.81, 1.27], [3.73, 1.68, 1.53], [-1.26, -1.58, 0.55], [0.00, -1.25, -0.95], [0.23, -0.86, -0.99], [-2.69, 0.14, -1.41], [-0.02, 0.58, 0.48], [0.38, 1.06, -1.40]], "homo_lumo_gap_ev": 10.21, "energy_ha": -532.8728, "charge": 0, "e_lumo_ev": 0.71}

***

# 3
{"formula": "C4H6ClN2O", "method": "ωB97M-V with the def2-TZVPD basis set", "symbols": ["C", "C", "C", "C", "N", "N", "O", "Cl", "H", "H", "H", "H", "H", "H"], "coordinates": [[1.41840, -0.39900, -0.57540], [0.28827, -1.62111, 0.99760], [0.11386, 0.37881, -0.81657], [-0.52781, 0.59034, 0.52338], [1.19366, -1.57578, 0.14988], [-0.47586, -0.43013, 1.37403], [-1.07245, 1.69965, 0.82033], [2.53134, 0.70628, 0.30742], [2.04037, -0.77362, -1.38358], [0.03640, -2.44075, 1.60678], [0.17608, 1.28761, -1.25467], [-0.42618, -0.17335, -1.53555], [-0.84887, -0.43768, 2.33082], [-1.11355, 2.50953, 0.32110]], "forces_ev_per_angstrom": [[0.97, 1.20, -0.42], [-0.20, 1.77, 0.15], [0.86, -2.24, 1.53], [0.44, -1.18, -0.87], [-0.31, -1.65, 0.98], [-0.21, 0.61, -0.41], [-0.87, -0.82, 2.57], [0.08, -0.06, 0.32], [-0.64, 0.90, -0.88], [-0.12, -1.14, 0.49], [1.01, 3.00, -1.34], [-1.43, -1.08, -0.34], [-0.03, 0.53, -0.59], [0.45, 0.18, -1.19]], "homo_lumo_gap_ev": 9.96, "energy_ha": -800.6791, "charge": 1, "e_lumo_ev": -4.97}

***

# 4
{"formula": "C8H14O", "method": "ωB97M-V with the def2-TZVPD basis set", "symbols": ["C", "C", "C", "C", "C", "C", "C", "C", "O", "H", "H", "H", "H", "H", "H", "H", "H", "H", "H", "H", "H", "H", "H"], "coordinates": [[0.59101, 0.84765, -0.65690], [0.50247, -1.64793, 2.63198], [-0.04774, 2.12335, -1.20284], [1.76976, 0.39741, -1.51782], [-0.64319, -0.67152, 0.79204], [-0.48647, -0.29388, -0.61586], [-1.74565, -0.36183, 1.48912], [-1.17002, -0.75181, -1.64570], [0.46159, -1.33938, 1.26019], [0.97122, 1.06090, 0.34697], [0.43708, -0.74486, 3.24589], [1.46197, -2.13659, 2.80425], [-0.31475, -2.32629, 2.91023], [0.68475, 2.92844, -1.22446], [2.53375, 1.17318, -1.54180], [-0.88204, 2.42705, -0.57432], [-0.41496, 1.96832, -2.21479], [2.20626, -0.50998, -1.10762], [1.44959, 0.20247, -2.53924], [-2.58843, 0.07096, 0.97940], [-1.85520, -0.50677, 2.54760], [-1.95760, -1.47667, -1.51249], [-0.96340, -0.43222, -2.65383]], "forces_ev_per_angstrom": [[-0.42, -0.68, -1.13], [-0.10, -0.12, 0.28], [0.15, -0.11, 0.15], [0.01, 0.20, 0.19], [-1.08, -0.99, 0.62], [1.46, 1.42, 0.73], [0.46, -0.16, -0.06], [-0.04, -0.14, 0.09], [-0.30, 0.63, -0.50], [-0.26, -0.28, -0.01], [0.00, 0.00, -0.02], [-0.13, 0.04, 0.01], [0.11, 0.09, -0.04], [0.04, 0.12, -0.01], [0.12, 0.04, -0.05], [-0.10, 0.09, 0.01], [-0.05, -0.01, -0.10], [0.08, -0.09, -0.03], [-0.02, -0.04, -0.10], [0.04, 0.21, -0.15], [0.07, -0.22, 0.24], [0.00, -0.21, 0.03], [-0.04, 0.22, -0.16]], "homo_lumo_gap_ev": 9.77, "energy_ha": -388.4027, "charge": 0, "e_lumo_ev": 0.95}

***

Energy relative to the best compared isomer or geometry (same formula, charge and spin) values (in kJ/mol) by entry order: 140.4; 147.3; 73.3; 103.0.